1.
{
  "formula": "C5H15CoFN5O10",
  "method": "wB97M-V/def2-TZVPD",
  "species": ["Co", "F", "C", "N", "O", "O", "H", "H", "H", "C", "N", "O", "O", "H", "H", "H", "C", "N", "O", "O", "H", "H", "H", "C", "N", "O", "O", "H", "H", "H", "C", "N", "O", "O", "H", "H", "H"],
  "xyz": [[-1.427991, -2.005702, 1.264031], [-0.058959, -0.681606, 1.002758], [2.512333, 2.124372, 1.394635], [3.755828, 1.289234, 1.545836], [4.005634, 0.740437, 2.595241], [4.471172, 1.235436, 0.561885], [2.811980, 3.112628, 1.064159], [2.044018, 2.150433, 2.376298], [1.827222, 1.591886, 0.740092], [-1.592632, 2.137408, -0.092346], [-0.654178, 2.767732, -1.082620], [-0.686973, 2.345476, -2.229059], [0.194946, 3.514293, -0.649030], [-1.941845, 1.210466, -0.533206], [-2.325099, 2.923010, 0.060366], [-0.905420, 1.891591, 0.713075], [3.231556, -1.836010, -0.462262], [3.525900, -2.614309, 0.755513], [4.551283, -3.259128, 0.756261], [2.774861, -2.526438, 1.708514], [4.081170, -1.186517, -0.667507], [2.345348, -1.214519, -0.370403], [3.184128, -2.568571, -1.266711], [-0.104478, -0.968836, -2.470186], [-0.766807, -2.244566, -2.016532], [-1.444136, -2.226017, -0.988239], [-0.730615, -3.138670, -2.803078], [-0.442086, -0.611117, -3.440509], [0.957069, -1.173597, -2.600982], [-0.238555, -0.187552, -1.727406], [-5.308321, -0.398889, 0.895733], [-3.986026, 0.304987, 1.084923], [-2.936649, -0.313778, 1.183499], [-4.053087, 1.500916, 1.238885], [-5.137289, -1.147579, 0.121840], [-6.004321, 0.321405, 0.481536], [-5.528983, -0.858308, 1.854991]],
  "forces_ev_per_a": [[1.632, 2.875, -1.888], [-1.609, -1.791, 0.543], [-0.086, -0.511, 1.106], [0.339, 0.141, -0.294], [-0.493, 0.170, -0.005], [-0.149, -0.082, -0.198], [-0.098, -0.134, -0.277], [0.132, 0.181, 0.011], [0.289, 0.172, -0.369], [1.069, 0.534, -0.681], [1.089, -1.232, -0.402], [-0.283, 0.340, 0.079], [-0.492, 0.281, -0.044], [-0.343, 0.292, -0.138], [-0.191, -0.398, 0.586], [-0.615, 0.258, 0.529], [0.309, 0.204, -0.793], [0.631, 0.149, 0.859], [-0.266, 0.018, -0.315], [-0.503, 0.002, -0.179], [0.105, -0.107, 0.202], [-0.142, -0.347, 0.322], [-0.182, 0.098, -0.050], [0.824, 0.620, 0.657], [0.226, 1.371, -2.391], [-0.563, -0.554, 1.704], [-0.058, -0.539, 0.780], [-0.596, -0.557, 0.051], [-0.036, -0.232, 0.187], [-0.089, -0.244, 0.094], [1.043, -0.465, -1.018], [-1.961, 1.698, 0.710], [1.132, -1.337, 0.061], [0.383, -0.947, -0.247], [0.011, -0.221, 0.247], [-0.119, 0.133, 0.607], [-0.337, 0.161, -0.046]],
  "lumo_energy_ev": [-6.408, -6.545],
  "gap_ha": [0.244, 0.238],
  "charge": 1,
  "spin_multiplicity": 4,
  "s2": 3.7550,
  "relative_energy_kj_mol": 0.0
}


2.
{
  "formula": "C3H13NO4",
  "method": "wB97M-V/def2-TZVPD",
  "species": ["O", "C", "C", "C", "N", "H", "H", "H", "H", "H", "H", "H", "H", "H", "O", "H", "H", "O", "H", "H", "O"],
  "xyz": [[-0.472373, 0.072933, 0.261285], [-0.547989, 0.246509, -0.951635], [0.589020, -0.105013, -1.816206], [1.644782, -0.564209, -0.845976], [0.137717, -1.137099, -2.793030], [-1.491080, 0.509706, -1.378929], [0.915454, 0.779523, -2.513760], [2.551710, -0.060133, -1.172634], [1.818800, -1.762689, -0.843793], [1.548575, -0.379606, 0.225605], [-0.790826, -1.006667, -3.112500], [0.003628, -2.044805, -2.157946], [0.426167, -1.661708, 2.782728], [0.110030, -0.846682, 1.615579], [-0.316041, -1.568644, 2.228049], [-0.906244, 3.362778, 0.594334], [-0.628583, 2.215167, 1.548324], [-0.211183, 2.729311, 0.924453], [-1.643164, 0.782647, 1.865696], [-1.117465, -0.142885, 2.735173], [-1.620934, 0.581566, 2.805182]],
  "forces_ev_per_a": [[-1.431, 0.806, -1.688], [0.048, -0.463, 2.449], [-0.109, 1.153, -1.613], [2.728, -2.958, -0.585], [0.996, -3.296, 3.106], [-0.914, 0.502, -0.533], [-0.459, -1.270, 1.698], [0.496, -0.541, 0.197], [-0.356, 2.754, -0.510], [-0.377, 0.516, -0.675], [-1.090, 0.760, -0.534], [0.523, 2.170, -1.903], [1.283, -0.884, 1.706], [-1.614, -2.014, 0.883], [0.978, 1.867, -2.471], [1.165, -0.981, 0.656], [-1.398, -1.759, 2.518], [0.388, 3.182, -3.035], [-0.655, 0.181, -0.188], [2.810, -4.848, 0.494], [-3.011, 5.122, 0.028]],
  "smiles": "C[C@@H](N)C=O.O.O.O",
  "lumo_energy_ev": 0.278,
  "gap_ha": 0.387,
  "spin_multiplicity": 1,
  "relative_energy_kj_mol": 337.3
}


3.
{
  "formula": "C18H13Cl2NO4Pt",
  "method": "wB97M-V/def2-TZVPD",
  "species": ["Pt", "Cl", "C", "C", "C", "Cl", "C", "C", "C", "C", "N", "C", "C", "O", "H", "H", "H", "H", "C", "O", "C", "C", "C", "C", "C", "C", "O", "C", "O", "C", "H", "H", "H", "H", "H", "H", "H", "H", "H"],
  "xyz": [[-0.219240, 1.114645, 0.023820], [0.197470, 6.086836, 0.172004], [1.463644, 4.937672, 0.099471], [2.770288, 5.316645, 0.073877], [3.788150, 4.340977, 0.013526], [5.414331, 4.889742, -0.014616], [3.531101, 2.942716, -0.024370], [4.484267, 1.926816, -0.081855], [4.030008, 0.578714, -0.109278], [2.704219, 0.290629, -0.081998], [1.754557, 1.282644, -0.028517], [2.163104, 2.579590, 0.001320], [1.119933, 3.530318, 0.064676], [-0.100461, 3.122423, 0.084593], [3.037959, 6.362699, 0.099691], [5.537156, 2.160322, -0.102770], [4.741672, -0.233276, -0.151780], [2.315513, -0.716915, -0.101007], [-0.384565, -5.738485, 0.071076], [-1.727455, -5.285363, 0.024501], [-1.938577, -3.956380, 0.015047], [-3.294932, -3.562112, -0.033086], [-3.595298, -2.238085, -0.042663], [-2.608479, -1.212191, -0.008267], [-3.007141, 0.161015, -0.022842], [-4.447478, 0.599612, -0.050047], [-2.221268, 1.140414, -0.016962], [-1.237917, -1.628439, 0.033103], [-0.197565, -0.856328, 0.055237], [-0.943676, -3.013635, 0.046790], [-0.435767, -6.823194, 0.071337], [0.114534, -5.395086, 0.979946], [0.175208, -5.398403, -0.803032], [-4.062452, -4.321985, -0.061750], [-4.637825, -1.965089, -0.084451], [-5.177696, -0.186551, 0.089875], [-4.630300, 1.089753, -1.007024], [-4.578460, 1.352424, 0.726201], [0.103426, -3.275097, 0.080214]],
  "forces_ev_per_a": [[-0.053, -0.137, -0.035], [-0.020, 0.009, 0.002], [0.132, 0.131, 0.013], [-0.161, 0.035, 0.005], [0.012, -0.052, -0.004], [0.001, 0.011, 0.002], [0.045, -0.070, -0.008], [-0.021, 0.086, 0.004], [-0.096, -0.061, 0.002], [0.101, -0.064, -0.008], [0.070, 0.124, 0.116], [-0.031, -0.033, 0.025], [-0.068, -0.153, -0.038], [0.117, 0.186, -0.095], [0.003, -0.001, -0.002], [0.004, 0.002, -0.001], [-0.002, -0.002, -0.003], [-0.004, 0.007, 0.004], [0.038, -0.037, 0.003], [-0.020, -0.011, -0.003], [0.029, 0.078, 0.008], [-0.075, 0.033, -0.003], [-0.015, -0.071, -0.007], [0.081, 0.010, -0.004], [-0.008, -0.011, 0.050], [-0.022, -0.002, -0.012], [-0.055, 0.050, 0.122], [-0.014, 0.035, -0.051], [0.016, -0.049, -0.080], [0.033, -0.043, 0.014], [0.009, 0.004, 0.000], [-0.010, -0.001, -0.006], [-0.010, -0.002, 0.005], [0.003, -0.002, 0.001], [0.004, 0.000, -0.002], [0.000, 0.006, 0.008], [-0.007, -0.009, -0.013], [0.014, 0.003, -0.010], [-0.020, 0.002, 0.000]],
  "lumo_energy_ev": [0.134, -2.182],
  "gap_ha": [0.216, 0.222],
  "spin_multiplicity": 3,
  "s2": 2.0385
}


4.
{
  "formula": "C12H24Cl6O3",
  "method": "wB97M-V/def2-TZVPD",
  "species": ["C", "Cl", "Cl", "H", "H", "C", "Cl", "Cl", "H", "H", "C", "Cl", "Cl", "H", "H", "C", "C", "O", "C", "H", "H", "H", "H", "H", "H", "C", "C", "O", "C", "H", "H", "H", "H", "H", "H", "C", "C", "O", "C", "H", "H", "H", "H", "H", "H"],
  "xyz": [[3.896616, -1.889088, -0.941932], [3.417767, -2.203751, -2.605299], [4.369042, -3.369054, -0.092592], [4.739620, -1.207954, -0.972801], [3.070941, -1.418376, -0.420347], [0.167275, 0.375489, 1.073009], [-0.182150, 2.095299, 1.113947], [0.657034, -0.224888, 2.675744], [-0.676840, -0.218542, 0.747400], [0.984605, 0.207757, 0.380087], [-2.188001, 4.747253, 2.709134], [-2.620934, 4.924855, 4.418579], [-0.806124, 5.745085, 2.264624], [-1.949838, 3.705135, 2.543287], [-3.031327, 5.058546, 2.107527], [3.651916, 3.171169, -1.243376], [3.182424, 1.900630, -0.591467], [2.516484, 1.089212, -1.180326], [3.595607, 1.718023, 0.839647], [3.333843, 4.037219, -0.660010], [3.221899, 3.264821, -2.239000], [4.740207, 3.150508, -1.317689], [4.611652, 2.112265, 0.947295], [3.577737, 0.665384, 1.109656], [2.961648, 2.303957, 1.504334], [-1.210524, -3.729177, -1.129874], [-0.094918, -2.951663, -0.470117], [0.273761, -1.883152, -0.902667], [0.641544, -3.609702, 0.675654], [-1.447345, -3.241366, -2.074363], [-2.064726, -3.771046, -0.459607], [-0.857195, -4.727433, -1.403678], [1.381611, -2.927763, 1.086601], [1.171915, -4.465891, 0.242478], [0.008047, -3.972071, 1.485634], [-4.313286, 0.711525, -0.326820], [-3.717741, -0.588269, -0.799910], [-2.585511, -0.887019, -0.533863], [-4.604384, -1.519248, -1.595882], [-4.542250, 1.345753, -1.184743], [-3.568612, 1.223512, 0.281732], [-5.214542, 0.526714, 0.257211], [-5.472744, -1.005993, -2.012344], [-4.969401, -2.279019, -0.899418], [-4.054801, -1.989645, -2.405453]],
  "forces_ev_per_a": [[0.002, 0.311, -0.027], [-0.085, -0.057, -0.089], [0.021, 0.037, 0.059], [0.104, -0.134, 0.071], [-0.158, -0.144, -0.065], [0.365, -0.650, -0.105], [-0.185, 0.262, -0.073], [0.040, -0.004, 0.009], [-0.283, 0.351, 0.013], [0.036, 0.119, 0.038], [-0.151, -0.059, 0.144], [-0.021, 0.030, -0.037], [0.126, -0.001, -0.051], [0.108, -0.017, -0.059], [-0.064, 0.024, 0.009], [-0.256, 0.101, -0.370], [-0.024, 0.450, 0.181], [-0.223, -0.471, -0.213], [0.611, 0.030, -0.038], [0.211, -0.016, 0.134], [0.053, -0.104, -0.006], [0.011, 0.163, 0.077], [-0.073, -0.114, 0.171], [-0.134, 0.001, 0.149], [-0.165, -0.057, -0.005], [0.517, 0.151, -0.468], [0.300, -0.029, -0.079], [-0.011, -0.081, 0.071], [0.161, -0.059, -0.111], [-0.288, 0.194, 0.226], [-0.142, -0.160, -0.075], [-0.118, -0.104, 0.418], [-0.018, 0.065, -0.012], [-0.051, -0.014, 0.170], [-0.179, -0.033, -0.159], [0.398, 0.100, 0.099], [-0.515, 0.165, -0.226], [0.604, -0.264, 0.203], [-0.302, 0.223, 0.045], [-0.223, -0.064, -0.004], [-0.087, -0.003, 0.060], [-0.122, 0.076, -0.104], [0.036, 0.003, 0.068], [0.026, -0.089, -0.132], [0.147, -0.126, 0.092]],
  "smiles": "CC(C)=O.CC(C)=O.CC(C)=O.ClCCl.ClCCl.ClCCl",
  "lumo_energy_ev": 0.558,
  "gap_ha": 0.368,
  "spin_multiplicity": 1,
  "relative_energy_kj_mol": 0.0
}